[1]
Molecular formula: C8H10MgO8P
Method: DFT, wB97M-V/def2-TZVPD

```
! RIJCOSX wB97M-V def2-TZVPD def2/J DEFGRID3
* xyz 1 1
H -0.64 -3.63 1.99
H 3.45 -0.87 4.38
O -0.28 -2.48 -0.75
Mg 0.17 0.88 0.86
O 1.07 0.68 -0.94
O -2.97 -0.05 -0.10
H 0.53 -3.49 3.36
H 1.29 -1.07 -2.24
O 1.83 0.17 1.74
H 3.90 0.59 1.85
C 2.92 1.02 2.14
O 3.70 -0.43 -0.83
O 3.11 -1.84 2.51
O -1.72 0.10 3.70
H 2.79 2.00 1.65
C 0.20 -1.43 -0.60
H 2.87 1.11 3.24
C 0.38 -3.35 2.29
P 2.08 -1.46 1.37
C 2.81 -1.66 3.96
O 0.59 -1.94 1.98
C -1.85 0.16 0.14
C -1.24 0.39 2.70
H 3.04 -2.63 4.43
H 1.09 -3.95 1.71
H 1.75 -1.43 4.18
C 1.26 -0.65 -1.20
C 2.67 -0.90 -0.44
*
```

Output
Lowest unoccupied orbital energy (spin up / spin down): -5.0 / -5.1 eV
HOMO energy (spin up / spin down): -11.0625 / -9.8829 eV
HOMO-LUMO gap (spin up / spin down): 6.01 / 4.83 eV


[2]
Molecular formula: C8H10N2
Method: DFT, wB97M-V/def2-TZVPD

```
! RIJCOSX wB97M-V def2-TZVPD def2/J DEFGRID3
* xyz 0 1
H 0.14 -2.15 1.93
H -2.90 0.18 -2.34
C 0.44 0.46 0.06
H -2.71 0.63 -0.60
H 1.71 -0.65 -3.50
C 1.03 1.68 -0.16
H -1.45 -1.26 2.02
C 1.04 -0.34 -2.76
C -1.00 -0.22 -1.75
H 0.44 1.51 2.58
H 1.34 0.56 -2.08
C 0.26 -0.15 1.21
H 2.07 0.69 2.42
C -0.44 -1.42 1.36
C -2.24 0.19 -1.55
H -0.73 -1.95 0.47
N -0.18 -0.73 -2.62
H 0.74 -0.19 3.29
N 1.50 2.68 -0.48
C 0.93 0.47 2.49
*
```

Output
Lowest unoccupied orbital energy (spin up / spin down): -1.0 / -1.0 eV
HOMO energy (spin up / spin down): -8.4898 / -8.4860 eV
HOMO-LUMO gap (spin up / spin down): 7.47 / 7.47 eV


[3]
Molecular formula: C8H10N2
Method: DFT, wB97M-V/def2-TZVPD

```
! RIJCOSX wB97M-V def2-TZVPD def2/J DEFGRID3
* xyz 0 1
C -2.75 -1.21 0.20
H -4.20 0.32 -0.14
C 1.99 0.77 0.57
H -0.19 1.32 -1.18
N 4.34 -0.60 -0.64
H 4.58 -0.07 0.20
C -0.47 -0.65 -0.37
C -3.16 0.05 -0.20
H -1.09 -2.55 0.42
H 2.67 0.68 1.42
C 0.93 -1.08 -0.48
H -3.46 -1.93 0.57
H 2.39 1.54 -0.09
N 1.98 -0.48 -0.12
H 1.00 1.07 0.94
C -1.41 -1.57 0.11
C -0.90 0.61 -0.77
C -2.24 0.95 -0.69
H -2.56 1.93 -1.01
H 1.08 -2.06 -0.93
*
```

Output
Lowest unoccupied orbital energy (spin up / spin down): 0.0 / 0.1 eV
HOMO energy (spin up / spin down): -9.0358 / -9.0482 eV
HOMO-LUMO gap (spin up / spin down): 9.02 / 9.12 eV


[4]
Molecular formula: C8H10N2Ni
Method: DFT, wB97M-V/def2-TZVPD

```
! RIJCOSX wB97M-V def2-TZVPD def2/J DEFGRID3
* xyz -2 3
H 0.29 -2.66 -0.08
H -2.20 -0.52 -1.89
N 1.21 2.40 2.76
C 2.35 -0.07 -0.73
H 0.95 2.34 1.74
C 1.03 -0.82 1.00
C 1.51 -1.12 -1.24
H -1.43 1.73 -1.25
Ni -0.08 -0.14 -0.53
H -0.74 -0.71 -2.99
N -2.42 0.17 1.38
C 0.83 -1.73 -0.11
H 0.59 -0.89 1.99
H 3.15 0.43 -1.29
C -1.56 0.06 0.60
C -0.69 1.05 -1.67
H 2.65 0.69 1.34
C 2.09 0.08 0.64
H 0.08 1.57 -2.24
C -1.18 -0.21 -2.13
H 1.51 -1.52 -2.26
*
```

Output
Lowest unoccupied orbital energy (spin up / spin down): 6.2 / 6.1 eV
⟨S²⟩: 2.028
HOMO energy (spin up / spin down): 1.5562 / 2.3956 eV
HOMO-LUMO gap (spin up / spin down): 4.60 / 3.67 eV


[5]
Molecular formula: C8H10N2O2
Method: DFT, wB97M-V/def2-TZVPD

```
! RIJCOSX wB97M-V def2-TZVPD def2/J DEFGRID3
* xyz 0 1
C -1.21 -1.15 -0.21
C -2.11 1.84 1.76
H -3.33 0.71 0.15
N 2.25 -1.68 -0.99
H 2.04 0.81 -0.90
H -2.78 2.66 1.75
N -2.27 1.21 0.39
O 0.24 -3.08 -0.40
C -1.19 0.25 -0.10
H -1.07 2.50 0.15
H -2.00 -1.80 0.23
H -2.35 1.12 2.68
O -0.12 2.27 -0.29
H 3.89 -0.24 -0.79
H -1.11 2.24 1.98
C -0.05 1.03 -0.35
C 3.45 -1.29 -0.97
C 1.21 -1.03 -0.50
H 4.36 -1.95 -1.28
C 0.02 -1.70 -0.52
H 0.99 -3.03 -1.13
C 1.15 0.33 -0.66
*
```

Output
Lowest unoccupied orbital energy: 0.2 eV
SMILES: C=Nc1cc(O)c(NC)cc1O
HOMO energy: -7.5579 eV
HOMO-LUMO gap: 7.78 eV


[6]
Molecular formula: C8H10N2O3
Method: DFT, wB97M-V/def2-TZVPD

```
! RIJCOSX wB97M-V def2-TZVPD def2/J DEFGRID3
* xyz 0 3
H 3.43 0.33 -1.31
C 3.17 -1.42 -0.03
C 0.98 -1.34 -0.09
O -0.76 -2.67 0.87
C 2.81 -0.32 -0.78
O -3.99 -0.35 -0.82
C -1.68 -0.47 -0.19
H -3.66 0.54 -0.54
H 0.97 0.44 -1.47
C -0.34 -1.64 0.29
H 1.72 -2.99 0.81
H -1.35 2.67 0.92
H 4.13 -1.81 -0.03
H -1.39 1.05 1.83
N -1.49 0.91 -0.22
H -1.12 1.29 -1.01
O -3.13 -2.37 -0.23
H 0.11 1.61 0.87
C -2.88 -1.05 -0.44
N 2.04 -2.08 0.32
C 1.45 -0.29 -0.80
H -2.30 -2.96 -0.20
C -0.96 1.62 0.94
*
```

Output
Lowest unoccupied orbital energy (spin up / spin down): 0.6 / -2.9 eV
⟨S²⟩: 2.035
HOMO energy (spin up / spin down): -5.4621 / -8.3180 eV
HOMO-LUMO gap (spin up / spin down): 6.03 / 5.46 eV


[7]
Molecular formula: C8H10N2O5V
Method: DFT, wB97M-V/def2-TZVPD

```
! RIJCOSX wB97M-V def2-TZVPD def2/J DEFGRID3
* xyz 0 2
H -2.37 -2.35 2.32
H -2.60 -0.10 2.78
H 1.02 0.72 -3.02
H 4.38 1.68 -0.18
H 0.38 -0.36 0.89
C 0.11 -0.52 -0.15
H -0.38 -1.15 -3.84
C -1.54 -2.30 0.51
H 3.93 1.93 1.27
C -0.97 -1.75 -1.86
O -1.83 -3.46 0.27
C 0.99 3.52 -1.02
C -0.27 -0.98 -2.78
C 0.53 0.05 -2.33
V 1.47 1.97 0.08
O -0.55 -0.21 2.84
N 0.73 0.29 -1.03
C -1.76 -0.34 2.13
O 0.70 4.43 -1.67
O 0.74 2.00 1.53
H -1.78 0.33 1.28
N -1.94 -1.70 1.67
H -0.15 0.65 2.60
C -0.79 -1.49 -0.51
O 3.61 1.69 0.40
H -1.63 -2.54 -2.18
*
```

Output
Lowest unoccupied orbital energy (spin up / spin down): -0.3 / -0.3 eV
⟨S²⟩: 0.852
HOMO energy (spin up / spin down): -6.9736 / -5.9812 eV
HOMO-LUMO gap (spin up / spin down): 6.63 / 5.65 eV


[8]
Molecular formula: C8H10N2S
Method: DFT, wB97M-V/def2-TZVPD

```
! RIJCOSX wB97M-V def2-TZVPD def2/J DEFGRID3
* xyz 0 1
H 2.85 -0.11 0.77
H -1.71 -1.49 2.82
C 0.81 0.00 -0.10
C -1.88 -0.46 2.45
C 2.93 -0.28 -1.24
C 2.35 -0.25 -2.49
H -1.50 -0.94 0.30
H 0.45 0.86 1.69
H 3.08 -0.42 -3.30
C 0.93 -0.16 -2.52
C -1.20 -0.14 1.09
S -2.13 1.48 0.51
C 2.23 -0.14 -0.05
N 0.16 0.09 1.09
C 0.28 -0.01 -1.40
H 4.03 -0.39 -1.30
H -1.63 0.26 3.29
N -3.48 0.90 -0.06
H -3.02 -0.35 2.43
H 0.36 -0.16 -3.42
H -3.90 1.70 -0.57
*
```

Output
Lowest unoccupied orbital energy (spin up / spin down): 0.0 / -0.4 eV
HOMO energy (spin up / spin down): -8.2962 / -7.7446 eV
HOMO-LUMO gap (spin up / spin down): 8.34 / 7.30 eV


[9]
Molecular formula: C8H10N3
Method: DFT, wB97M-V/def2-TZVPD

```
! RIJCOSX wB97M-V def2-TZVPD def2/J DEFGRID3
* xyz 1 3
H 0.66 1.51 0.55
N -2.27 -0.07 -1.98
C 0.24 -1.18 -1.99
C -1.50 -0.05 -0.92
H -2.22 -0.42 -4.04
H 2.76 1.93 1.59
N -0.48 -1.11 -3.05
H -2.55 -0.27 1.13
H -0.15 -0.22 2.81
N 1.01 0.75 1.12
C 2.29 0.89 1.76
C -0.17 0.10 1.79
C -1.68 0.42 0.78
H 3.02 0.15 1.59
C -0.21 -0.67 -0.74
C -1.70 -0.62 -3.05
H 2.05 0.94 2.82
H -2.16 1.46 0.79
C 0.55 -0.53 0.58
H 1.34 -1.28 0.55
H 1.16 -1.73 -2.08
*
```

Output
Lowest unoccupied orbital energy (spin up / spin down): -3.1 / -7.2 eV
⟨S²⟩: 2.016
HOMO energy (spin up / spin down): -9.1636 / -13.4967 eV
HOMO-LUMO gap (spin up / spin down): 6.05 / 6.33 eV


[10]
Molecular formula: C8H10N3O
Method: DFT, wB97M-V/def2-TZVPD

```
! RIJCOSX wB97M-V def2-TZVPD def2/J DEFGRID3
* xyz 1 1
N -0.64 -0.16 1.22
C 2.26 0.44 -1.62
H 3.17 0.93 -1.84
N -0.20 -0.66 2.26
N 1.96 1.85 0.27
H -0.90 -0.68 3.12
H 0.64 -2.53 -2.52
C -1.91 0.28 0.92
H 2.55 -0.70 -3.43
O -2.18 0.62 -0.35
C 1.55 0.75 -0.39
C -2.85 0.42 1.87
H 2.59 2.37 -0.29
H -3.04 0.97 -0.50
C 0.93 -1.60 -2.09
H -3.76 0.85 1.46
H -0.63 -1.89 -0.64
C 1.93 -0.66 -2.44
C 0.27 -1.33 -0.89
C 0.53 -0.15 -0.30
H 1.82 2.11 1.25
H -2.85 0.01 2.76
*
```

Output
Lowest unoccupied orbital energy: -5.5 eV
HOMO energy: -12.0674 eV
HOMO-LUMO gap: 6.54 eV


Looking at energy relative to the best compared isomer or geometry (same formula, charge and spin) for the records above, in order, we have 1.033, 5.705, 4.498, 0.157, 5.066, 0.000, 0.000, 3.949, 5.544, 5.108 eV.